Molecular formula: C8H11NO
Method: DFT, ωB97M-V/def2-TZVPD

Energy relative to the best compared isomer or geometry (same formula, charge and spin) = 140.73 kcal/mol
Total energy = -441.2233 a.u.
Net charge = 0
Frontier orbital gap = 10.1 eV
HOMO level = -9.3976 eV
Molecular weight = 137.2 g/mol

The geometry in XYZ format:
```
21
Properties=species:S:1:pos:R:3:forces:R:3
C 1.708201 -1.665013 -1.383770 0.1 -0.1 -0.1
C 0.912900 -0.796450 -0.455215 -0.1 0.0 0.1
C 0.680693 -0.972310 1.056765 0.0 -0.1 0.1
C -0.100238 0.303665 0.695784 -0.9 -0.9 -0.1
C -0.899079 1.145062 1.578080 2.2 5.1 2.5
N -1.036228 2.118724 2.267374 1.0 -3.7 -2.1
C 0.980654 0.769028 -0.333929 0.2 0.3 0.0
C -0.056617 0.965103 -1.451878 -0.1 0.2 -0.2
C -0.549135 -0.276162 -0.691435 -0.1 -0.1 0.1
H 2.759245 -1.713863 -1.065344 -0.3 0.0 -0.1
H 1.303997 -2.687488 -1.395626 0.1 0.3 0.0
H 1.676302 -1.276190 -2.411757 0.0 -0.1 0.3
H 0.082195 -1.842572 1.361560 0.1 0.2 -0.1
H 1.555284 -0.839118 1.709381 -0.2 0.0 -0.1
H 1.869921 1.361425 -0.083718 -0.3 -0.2 0.0
H -0.683686 1.866212 -1.396605 0.2 -0.3 0.0
H 0.294867 0.798735 -2.480276 -0.1 0.0 0.3
H -1.438694 -0.898363 -0.849967 0.2 0.2 0.0
O -3.189762 1.251410 1.541312 -0.8 3.6 0.2
H -2.695557 2.098903 2.222532 -1.6 -4.8 -2.2
H -3.175263 0.289262 1.566733 0.3 0.4 1.5
```
Positions in Å, forces in eV/Å.

Molecular formula: C23H34O18
Method: DFT, ωB97M-V/def2-TZVPD

Energy relative to the best compared isomer or geometry (same formula, charge and spin) = 13.90 kcal/mol
SMILES = C[C@H]1COC(=O)O1.C[C@H]1COC(=O)O1.C[C@H]1COC(=O)O1.C[C@H]1COC(=O)O1.C[C@H]1COC(=O)O1.O=C1OCCO1
Total energy = -2251.2101 a.u.
Net charge = 0
Frontier orbital gap = 11.1 eV
HOMO level = -10.7275 eV
Molecular weight = 598.5 g/mol

The geometry in XYZ format:
```
75
Properties=species:S:1:pos:R:3:forces:R:3
C 0.029204 1.045861 -1.838113 1.5 -1.5 0.3
C -0.241279 0.558819 -0.420486 -2.9 1.2 -0.4
O 0.383509 1.586800 0.344948 0.7 -0.4 0.7
C 1.419335 2.056653 -0.370728 0.4 -0.1 -0.7
O 2.264757 2.805379 -0.010345 0.1 0.4 0.7
O 1.373890 1.553329 -1.614797 -0.5 0.5 -0.7
H -0.663617 1.794960 -2.216287 0.2 0.2 0.2
H 0.179712 0.228315 -2.537494 -0.4 0.0 -0.1
H -0.014140 -0.472664 -0.156133 0.8 0.2 0.0
H -1.303889 0.725586 -0.210649 0.0 -0.5 0.0
C -3.845387 -1.239686 -1.199393 -0.7 -0.8 -0.1
C -4.220792 -1.298044 0.280963 1.0 0.3 -0.4
C -3.488716 -2.398764 1.032601 0.1 -0.3 0.4
O -2.957139 -1.749385 2.192666 0.1 -0.3 0.6
C -3.107022 -0.434254 2.121300 -0.8 0.5 -0.9
O -2.814259 0.370942 2.951308 0.3 -0.2 -0.2
O -3.701512 -0.112745 0.920509 0.2 0.2 0.6
H -2.830691 -1.590445 -1.397016 0.3 0.7 0.3
H -4.082042 -0.259546 -1.604816 0.3 0.1 -0.1
H -4.398692 -1.973826 -1.795505 -0.4 0.1 0.3
H -5.288171 -1.321047 0.491874 -0.1 0.0 -0.3
H -2.641678 -2.815238 0.489396 -0.1 -0.1 -0.2
H -4.146624 -3.194276 1.373661 0.1 -0.1 0.0
C 1.136600 -2.428412 -6.717420 -0.6 -0.4 0.7
C 1.213817 -2.846518 -5.250198 1.9 1.0 -1.0
C 1.588098 -1.700497 -4.299388 -0.8 -0.4 0.1
O 0.746982 -2.011169 -3.165634 -0.2 0.8 0.3
C -0.235920 -2.861619 -3.513788 1.4 -1.9 -0.6
O -1.052800 -3.341948 -2.804306 -0.6 0.8 0.5
O 0.011119 -3.361002 -4.765142 -0.7 0.4 0.4
H 2.151673 -2.278374 -7.079042 -0.1 0.1 -0.2
H 0.518552 -1.539435 -6.845148 0.2 0.1 0.0
H 0.638219 -3.234417 -7.256241 0.3 0.0 -0.2
H 2.048544 -3.552424 -5.157810 -0.6 -0.6 0.0
H 1.339908 -0.709982 -4.683924 -0.1 0.0 0.1
H 2.628694 -1.729059 -3.992029 0.0 0.0 0.1
C 0.630894 7.059912 -0.061799 -0.4 0.3 0.5
C 0.597378 5.552787 -0.206817 1.4 0.0 -0.5
C -0.517222 4.836134 0.529508 -0.8 0.2 0.7
O -1.246894 4.149709 -0.486622 -0.5 0.2 -0.3
C -0.758815 4.456073 -1.706093 1.0 -0.4 0.4
O -1.154196 4.011360 -2.737317 -0.4 0.1 -0.1
O 0.345422 5.206822 -1.577207 -0.3 0.3 -0.5
H -0.354711 7.467051 -0.304054 0.0 0.0 0.2
H 1.343025 7.620968 -0.664725 0.2 -0.6 -0.3
H 0.901243 7.304396 0.969546 -0.3 0.0 0.1
H 1.578042 5.123395 0.010992 -0.1 0.0 0.1
H -1.152320 5.583923 1.019401 -0.2 -0.2 -0.1
H -0.278285 4.075623 1.271654 0.6 0.2 -0.1
C 0.317148 1.076025 5.992490 -0.6 0.2 0.3
C 0.598827 0.422248 4.654781 0.1 0.8 0.4
C 0.906893 1.504315 3.617840 0.3 -0.4 -1.4
O 2.272700 1.233068 3.205276 -0.3 0.2 0.1
C 2.638570 0.047611 3.702112 0.4 0.2 0.8
O 3.607546 -0.566187 3.381572 0.1 -0.1 -0.2
O 1.821652 -0.321963 4.709476 -0.3 -0.5 -0.3
H 1.032165 1.873825 6.199174 0.3 -0.2 0.0
H 0.261825 0.408646 6.851499 0.2 -0.2 -0.2
H -0.654399 1.578490 5.951531 0.0 -0.1 -0.2
H -0.201872 -0.222938 4.296026 0.0 -0.1 0.3
H 0.793223 2.520727 3.983837 0.3 0.0 0.1
H 0.377160 1.386507 2.674446 -0.6 0.2 0.3
C 2.026253 -3.527718 -0.517896 -0.4 0.5 0.2
C 1.703309 -3.870964 0.916269 0.4 -1.2 0.3
C 1.613834 -2.736716 1.923914 1.0 0.2 -0.7
O 0.444420 -2.981794 2.664140 -0.5 -0.4 0.0
C -0.209530 -4.073943 2.149896 0.0 0.8 0.5
O -1.210087 -4.508149 2.621446 0.0 -0.1 -0.3
O 0.424464 -4.523374 1.063150 0.0 -0.1 -0.5
H 3.091283 -3.319928 -0.624389 0.0 0.1 0.1
H 1.469604 -2.628469 -0.788975 0.0 -0.1 -0.3
H 1.777658 -4.326881 -1.213553 -0.1 -0.1 0.2
H 2.444481 -4.583347 1.294599 -0.1 -0.1 -0.2
H 1.584820 -1.787168 1.377581 -0.2 0.2 0.4
H 2.496249 -2.791943 2.559897 -0.2 0.5 0.2
```
Positions in Å, forces in eV/Å.

Molecular formula: C9H18Cl3CrO3
Method: DFT, ωB97M-V/def2-TZVPD

Total energy = -3004.2687 a.u.
Spin multiplicity = 5
Net charge = +1
Frontier orbital gap (alpha / beta) = 8.1 / 4.5 eV
HOMO level (alpha / beta) = -13.3962 / -13.2402 eV
Molecular weight = 332.6 g/mol

The geometry in XYZ format:
```
34
Properties=species:S:1:pos:R:3:forces:R:3
Cr -1.006974 0.697444 1.734403 1.4 -0.3 -0.8
Cl 0.249576 1.908564 3.296743 -1.3 -0.9 -1.1
Cl -2.962534 2.009964 1.166403 0.8 -0.9 0.9
Cl -2.038274 -1.074226 3.069933 0.2 1.5 -0.8
C -0.592144 3.482834 -1.541367 0.0 -1.3 0.4
C 0.407786 2.608564 -0.758317 -0.2 0.9 0.2
O 0.066116 1.808924 0.110203 0.1 0.3 -0.1
C 1.863866 2.917874 -1.051297 -0.1 -0.9 0.0
H -1.569154 3.001774 -1.495167 0.0 0.1 0.0
H -0.282204 3.549904 -2.584217 0.0 0.2 0.1
H -0.696154 4.479054 -1.111457 0.3 0.0 0.1
H 2.105826 3.826864 -0.500587 0.0 0.2 -0.1
H 2.034196 3.051254 -2.119617 -0.2 0.3 0.1
H 2.558516 2.140554 -0.732977 -0.3 -0.1 0.3
C -2.415584 -0.751066 -2.152767 -1.2 0.5 -1.2
C -1.894884 -1.226676 -0.872507 0.2 -1.4 0.1
O -1.492624 -0.418456 -0.065897 0.0 1.0 1.1
C -1.797104 -2.696476 -0.568667 0.2 -1.0 0.9
H -2.783884 0.271994 -2.076567 0.5 0.1 0.1
H -3.276634 -1.288426 -2.550187 0.1 -0.6 0.3
H -1.665644 -0.832236 -2.939597 0.2 0.1 0.1
H -1.281214 -3.355026 -1.267437 0.0 0.6 -0.6
H -2.745674 -3.207016 -0.402337 -0.5 0.5 -0.4
H -1.300684 -2.884646 0.383303 0.2 0.5 0.1
C 1.347226 -2.884566 1.711553 -0.6 1.1 -0.2
C 1.555506 -1.409506 1.415763 1.6 -0.6 1.0
O 0.675826 -0.581526 1.438193 -1.3 0.7 0.1
C 2.988146 -0.949636 1.310863 -0.2 0.0 -0.9
H 1.528766 -3.485166 0.820253 0.1 0.0 0.1
H 0.317376 -2.991516 2.052253 0.1 -0.3 0.1
H 2.061516 -3.145546 2.492433 -0.1 -0.2 -0.1
H 3.498146 -1.500666 0.520693 0.1 -0.2 0.0
H 3.514416 -1.175926 2.238183 -0.1 0.2 0.1
H 3.028546 0.102724 1.029783 0.0 0.0 0.4
```
Positions in Å, forces in eV/Å.

Molecular formula: C3H9N3
Method: DFT, ωB97M-V/def2-TZVPD

Energy relative to the best compared isomer or geometry (same formula, charge and spin) = 53.02 kcal/mol
Total energy = -283.6752 a.u.
Spin multiplicity = 3
Net charge = 0
Frontier orbital gap (alpha / beta) = 7.1 / 9.0 eV
HOMO level (alpha / beta) = -5.9978 / -10.0529 eV
Molecular weight = 87.1 g/mol

The geometry in XYZ format:
```
15
Properties=species:S:1:pos:R:3:forces:R:3
C -2.380027 0.867746 1.360917 1.3 -0.1 0.5
C 2.034617 -1.542955 -0.543163 -0.6 0.2 1.1
C 0.628316 1.172092 -1.076759 2.4 1.9 -1.4
N -0.466581 -0.993010 -0.433507 -0.7 -3.0 -1.3
N 0.839826 -1.042272 0.223424 0.8 0.7 -0.7
N 0.270739 0.069031 -0.450645 0.2 0.3 3.7
H -1.287987 0.689378 1.438557 -0.5 1.3 0.0
H -2.845532 1.796171 1.075160 0.6 0.6 0.0
H -2.789275 0.512474 2.264263 -0.7 -0.2 1.3
H 2.919599 -1.003778 -0.218184 -0.1 0.2 0.6
H 2.189862 -2.578518 -0.345761 0.0 -0.8 0.2
H 1.997154 -1.349371 -1.575169 -0.6 0.1 -1.6
H -0.101731 1.693721 -1.645281 -0.3 0.4 -0.2
H 1.610114 1.557257 -0.728458 -1.1 0.0 -0.6
H -2.619094 0.152031 0.654600 -0.9 -1.5 -1.7
```
Positions in Å, forces in eV/Å.

Question: What is the formula in the first record?
Answer: C8H11NO

Question: Which of these has the lowest total energy?
Answer: C9H18Cl3CrO3